ORCA calculation (ωB97M-V/def2-TZVPD) on C13H29BeF7N2O3P2 as an isolated structure.

Cartesian coordinates (Å):
C 2.859 0.398 -2.497
C 1.766 0.063 -3.172
P 0.562 -0.444 -4.559
N -0.915 -0.984 -3.776
C -1.589 0.030 -3.220
C -1.275 1.593 -3.396
C -2.885 -0.389 -2.320
H 3.643 0.966 -1.848
H 0.377 0.736 -5.359
H -2.218 2.165 -3.006
H -0.295 1.953 -2.920
H -1.217 1.829 -4.549
H -3.803 -0.235 -3.004
H -2.855 -1.511 -2.024
H -2.990 0.235 -1.364
F -1.621 3.620 -4.992
Be 1.931 -2.896 -4.101
C -3.233 -1.136 2.905
C -2.904 -1.670 1.522
O -1.876 -0.942 0.862
C -0.599 -0.933 1.494
C 0.019 -2.313 1.630
H -3.434 -0.061 2.866
H -4.107 -1.646 3.315
H -2.401 -1.287 3.599
H -3.796 -1.582 0.893
H -2.653 -2.735 1.559
H -0.657 -0.428 2.463
H 0.050 -0.320 0.863
H -0.544 -2.937 2.328
H 1.043 -2.238 2.002
H 0.030 -2.829 0.666
C -1.468 4.911 0.144
C -2.002 3.561 -0.248
O -2.521 3.356 -1.339
N -1.896 2.547 0.651
C -1.325 2.579 1.978
H -1.624 5.615 -0.675
H -1.997 5.283 1.025
H -0.395 4.847 0.345
H -2.275 1.671 0.314
H -0.509 1.854 2.012
H -2.100 2.282 2.687
H -0.946 3.564 2.246
C 1.583 -3.758 4.657
O 1.717 -4.067 3.279
H 1.085 -2.792 4.755
H 0.982 -4.526 5.150
H 2.572 -3.703 5.119
H 2.160 -4.924 3.220
F 6.711 0.862 -2.163
P 6.366 -0.339 -1.168
F 5.492 0.896 -0.638
F 7.867 -0.837 -1.375
F 6.950 -0.462 0.312
F 5.985 -1.202 -2.461
F 5.172 -1.291 -0.689

Force components x, y, z for each atom (eV/Å):
-5.5 -0.5 -3.1
5.0 1.4 1.7
0.7 -0.5 4.1
1.0 2.4 0.1
-0.7 0.0 0.8
-1.4 -1.2 0.4
0.5 -0.4 -0.9
-1.3 -1.6 -1.1
0.2 -0.4 0.0
2.2 -0.9 -0.7
-1.5 -0.7 -0.5
-0.1 0.5 0.9
1.4 -0.1 1.1
0.2 2.0 -0.7
0.3 -0.7 -1.7
0.3 -0.8 0.0
-0.6 1.3 -0.3
0.3 0.0 0.1
-0.1 0.0 0.1
-0.1 0.3 -0.2
0.2 -0.2 -0.1
-0.2 0.1 0.1
-0.1 -0.1 0.0
0.0 0.0 -0.1
-0.1 0.0 0.0
0.2 0.1 -0.1
0.0 0.0 0.1
0.0 -0.1 0.1
-0.2 0.0 -0.1
0.1 0.0 0.0
-0.2 0.0 -0.1
0.0 0.1 0.0
0.0 0.2 -0.1
-0.2 -0.3 -0.2
0.0 0.1 0.3
0.0 0.4 -0.4
-0.1 -0.5 -0.1
0.0 -0.2 0.1
0.2 0.0 0.0
-0.1 0.1 0.2
0.1 0.0 0.2
0.0 0.2 0.3
0.2 0.1 0.2
-0.1 -0.1 -0.1
0.2 -0.3 0.0
0.1 -0.4 -0.1
0.1 -0.1 -0.1
0.0 0.1 0.2
-0.1 0.1 0.2
-0.1 0.3 -0.1
2.0 0.8 -2.3
1.4 -0.3 0.3
-3.2 0.8 1.9
1.7 -1.4 -2.3
-0.9 1.1 2.9
0.2 0.0 -3.5
-1.7 -1.0 2.7

Values from the calculation:
E_tot in eV: -61063.620
Kohn-Sham gap in Ha: 0.101
Energy relative to the best compared isomer or geometry (same formula, charge and spin) in kJ/mol: 256.38
E_LUMO in hartree: -0.24115



ORCA calculation (ωB97M-V/def2-TZVPD) on C13H29CeN4O9P2Si as an isolated structure.

Cartesian coordinates (Å):
Ce 0.563 0.019 -0.010
C -2.084 0.925 -4.593
O -1.435 1.534 -3.470
C -0.848 0.830 -2.453
O -0.320 1.454 -1.540
N -0.920 -0.560 -2.578
N -0.367 -1.498 -1.621
H -2.457 1.725 -5.238
H -2.935 0.325 -4.260
H -1.370 0.325 -5.165
H -1.386 -0.953 -3.385
H 0.325 -1.991 -2.141
H -1.163 -1.991 -1.282
C 0.988 3.157 3.030
C -0.267 2.773 2.313
C -1.399 3.573 2.386
C -2.570 3.219 1.703
C -2.658 2.050 0.936
C -1.582 1.169 0.845
N -0.251 1.635 1.606
N -1.912 -0.060 -0.089
Si -2.771 -1.341 0.775
C -1.950 -2.983 0.365
C -2.888 -1.117 2.618
C -4.517 -1.416 0.048
H 0.810 3.201 4.109
H 1.339 4.134 2.684
H 1.783 2.427 2.846
H -1.382 4.487 2.970
H -3.439 3.867 1.764
H -3.584 1.828 0.413
H -0.933 -3.017 0.765
H -1.901 -3.132 -0.718
H -2.517 -3.813 0.799
H -1.896 -1.034 3.074
H -3.393 -1.974 3.075
H -3.460 -0.222 2.880
H -4.475 -1.568 -1.035
H -5.057 -0.485 0.246
H -5.080 -2.243 0.491
C 5.279 -1.840 -0.503
C 4.427 -0.647 -0.115
O 5.248 0.303 0.621
P 2.963 -1.078 0.895
O 1.972 -1.904 -0.071
O 3.406 -2.246 1.917
O 2.239 0.019 1.609
P 3.750 0.258 -1.616
O 3.964 1.791 -1.134
O 4.619 0.098 -2.832
O 2.260 0.019 -1.647
H 5.684 -2.335 0.385
H 6.131 -1.529 -1.116
H 4.693 -2.570 -1.070
H 4.917 1.173 0.297
H 1.768 -1.281 -0.841
H 2.663 -2.431 2.518
H 3.638 2.344 -1.868
H -0.259 -1.405 1.413

Force components x, y, z for each atom (eV/Å):
-5.1 3.3 4.6
-0.1 -0.4 -0.1
1.0 -0.5 1.8
-1.6 -0.9 -2.5
0.1 0.2 -1.3
0.5 1.4 -0.2
-0.3 2.4 -2.5
0.2 0.0 0.4
0.1 0.0 0.0
-0.1 0.0 0.0
0.1 0.1 0.2
0.3 -1.2 -0.4
0.0 -0.9 0.5
0.5 -0.2 -0.1
-0.4 -0.8 -0.6
-1.3 0.0 -0.4
0.8 0.0 0.4
0.9 0.0 0.5
-1.1 0.8 0.2
-3.0 -2.2 -2.6
3.3 2.6 3.5
-0.6 0.1 0.1
-0.1 -0.2 0.2
0.1 0.1 0.2
0.4 0.0 0.2
0.0 0.1 -0.2
-0.1 -0.1 0.1
-0.2 0.1 0.0
0.1 -0.1 -0.1
0.1 0.0 0.0
0.2 -0.1 0.1
-0.2 -0.1 -0.1
-0.4 -0.7 0.2
0.0 0.0 -0.2
-0.1 0.0 0.0
0.0 0.0 -0.1
0.0 -0.1 0.0
-0.1 0.0 0.0
0.0 -0.1 0.0
0.0 0.1 -0.1
0.0 -0.5 0.0
0.4 1.3 0.3
-1.4 -0.2 -0.8
3.4 -3.0 2.7
-0.3 0.0 -0.5
-0.6 1.2 -0.9
0.2 0.2 -1.0
4.7 0.5 -2.5
-1.1 0.0 0.2
-1.9 -0.6 1.6
-2.3 -0.5 -0.1
-0.2 0.1 0.0
-0.4 0.2 0.0
0.1 0.0 0.0
0.8 -0.4 0.7
2.7 -2.5 -1.2
0.2 -0.1 0.1
0.4 0.2 0.4
1.0 1.0 -0.6

Values from the calculation:
E_tot in eV: -77719.986
Kohn-Sham gap (alpha / beta) in Ha: 0.266 / 0.262
E_LUMO (alpha / beta) in hartree: -0.15430 / -0.15812
Charge: +1



ORCA calculation (ωB97M-V/def2-TZVPD) on a 4-piece molecular cluster, C13H29F3O11S3 overall.

Cartesian coordinates (Å):
O -3.512 -3.183 -5.384
S -2.448 -2.596 -4.644
O -1.574 -3.437 -3.894
O -1.597 -1.702 -5.643
C -1.251 -2.317 -6.881
C 0.147 -1.907 -7.304
C -2.994 -1.287 -3.631
H -1.976 -2.027 -7.659
H -1.385 -3.405 -6.889
H 0.860 -2.399 -6.640
H 0.256 -0.837 -7.143
H 0.342 -2.279 -8.304
H -3.609 -1.756 -2.862
H -3.542 -0.560 -4.219
H -2.129 -0.819 -3.173
O 0.204 4.689 0.017
S -0.096 3.298 -0.088
O -0.720 2.814 -1.266
O 1.253 2.482 0.042
C 2.090 2.637 1.203
C 3.386 1.891 0.959
C -1.027 2.852 1.347
H 1.599 2.198 2.080
H 2.240 3.694 1.432
H 3.191 0.840 0.757
H 3.975 1.953 1.879
H 3.993 2.357 0.186
H -1.869 3.534 1.366
H -0.383 2.851 2.217
H -1.383 1.827 1.218
O -0.276 -0.917 3.689
S 0.005 0.031 4.712
O 0.143 1.428 4.426
O -1.132 -0.136 5.780
C -1.358 0.975 6.715
C -2.056 0.412 7.901
C 1.421 -0.535 5.600
H -1.883 1.756 6.173
H -0.378 1.366 7.004
H -1.436 -0.235 8.516
H -2.958 -0.144 7.631
H -2.437 1.221 8.532
H 1.143 -1.431 6.136
H 1.734 0.286 6.243
H 2.189 -0.653 4.839
C 0.284 -1.212 0.509
C 0.215 -0.524 -0.815
O 1.364 -0.881 -1.609
C 1.264 -0.749 -2.913
O 0.305 -0.453 -3.558
C 2.594 -1.099 -3.616
F 3.149 0.011 -4.109
F 3.480 -1.670 -2.790
F 2.371 -1.934 -4.624
H 1.033 -0.839 1.209
H 0.351 -2.293 0.416
H -0.656 -0.969 1.018
H 0.170 0.563 -0.727
H -0.688 -0.784 -1.367

Force components x, y, z for each atom (eV/Å):
-0.7 -0.3 -0.1
0.7 0.6 -0.2
0.1 -0.3 0.2
0.0 -0.1 0.2
-0.3 -0.4 -1.8
-0.2 -0.6 1.2
-0.2 0.0 0.4
0.0 0.4 0.4
0.3 0.1 0.6
0.1 0.1 0.0
0.1 0.1 -0.5
0.0 0.4 -0.3
-0.1 0.1 -0.1
-0.2 -0.1 0.0
0.2 0.0 -0.1
0.1 0.3 0.2
0.2 0.8 0.3
-0.2 -0.5 -0.3
-0.1 -0.4 0.0
0.2 -0.1 0.6
0.1 0.4 0.4
0.1 -0.9 -0.6
-0.1 0.0 -0.2
0.1 0.0 -0.3
0.1 0.0 -0.2
-0.1 -0.1 0.0
-0.2 -0.2 -0.2
0.1 0.1 0.3
-0.1 0.5 0.3
0.0 0.1 -0.1
-0.1 0.0 -0.3
-0.1 -0.2 0.3
0.2 0.1 -0.3
-0.4 0.2 0.3
0.9 -0.3 -0.3
-1.2 0.0 0.6
0.0 0.9 -0.4
-0.2 0.0 0.1
-0.1 0.1 0.0
0.2 0.0 -0.1
0.2 -0.1 -0.2
0.3 0.1 0.0
0.2 -0.2 0.0
0.0 -0.2 0.3
0.1 -0.4 0.1
-0.7 0.2 0.6
-0.4 0.4 -0.3
0.3 0.2 0.2
0.0 -0.4 -0.1
-0.2 0.3 0.0
0.2 0.0 0.3
0.1 0.2 -0.1
0.0 0.0 -0.1
-0.1 -0.1 -0.2
0.3 0.0 -0.4
0.1 0.0 0.0
0.0 -0.3 0.0
0.3 -0.2 0.0
0.1 -0.3 0.0

Values from the calculation:
E_tot in eV: -77130.961
Kohn-Sham gap in Ha: 0.384
E_LUMO in hartree: 0.00434
SMILES: CCOC(=O)C(F)(F)F.CCOS(C)(=O)=O.CCOS(C)(=O)=O.CCOS(C)(=O)=O



Which of these has the lowest E_tot? C13H29CeN4O9P2Si



Number 2 is which compound? C13H29CeN4O9P2Si